Entry 1:
Computed, not measured: a structure of composition C16H30F9NNbO4S in a non-equilibrium geometry, with ωB97M-V/def2-TZVPD.

Energy = -2337.083927 Eh
Max |F| = 2.20 eV Å⁻¹

```
! wB97M-V def2-TZVPD RIJCOSX def2/J DEFGRID3
* xyz -1 1
Nb 0.558 1.002 -0.352
S -4.437 -1.234 -2.498
F -3.809 -3.686 -1.814
F -3.620 -1.849 -3.686
F -1.638 -3.451 -0.654
F -1.464 -1.976 -2.237
F -5.323 -0.575 -1.348
F -3.343 -0.140 -2.246
F -4.258 -2.403 -0.118
F -5.131 -0.265 -3.534
F -5.616 -2.275 -2.748
O 5.236 -1.302 1.482
O 3.058 -0.878 1.027
O -3.678 0.892 3.872
O -2.043 0.902 2.313
N 4.287 0.882 -2.124
C 3.086 0.421 1.681
C -3.345 0.982 2.694
C -1.502 2.174 1.869
C 2.208 -3.396 1.466
C -1.780 -1.224 0.019
C 3.510 2.063 -2.569
C 1.521 2.897 -1.179
C 1.728 1.078 1.622
C -2.087 -2.219 -1.067
C -3.610 -2.455 -1.303
C -4.343 1.166 1.589
C 3.041 2.904 -1.379
C 4.073 -1.673 1.409
C -0.272 -1.030 0.246
C 3.675 -3.099 1.763
C -1.240 2.214 0.376
H 1.098 0.561 2.347
H 1.979 -3.167 0.436
H 2.643 1.764 -3.145
H -4.207 0.445 0.797
H -4.190 2.155 1.167
H 1.081 3.144 -2.145
H -0.014 -1.270 1.270
H 4.175 2.654 -3.192
H -2.322 -0.298 -0.128
H 1.787 2.110 1.961
H 5.233 0.958 -2.460
H 1.231 3.699 -0.495
H 0.247 -1.766 -0.362
H -2.201 -1.672 0.914
H 3.360 3.935 -1.568
H -5.346 1.134 1.980
H 3.882 1.021 1.258
H 4.305 -3.737 1.156
H 1.964 -4.438 1.639
H 3.896 0.038 -2.512
H 3.359 0.240 2.722
H 3.604 2.573 -0.513
H 1.913 0.122 -1.192
H -2.245 2.936 2.118
H 3.898 -3.238 2.813
H -0.635 2.415 2.469
H -0.344 0.756 -1.944
H -2.151 1.971 -0.165
H 1.597 -2.750 2.077
H -1.039 3.257 0.127
*
```


Entry 2:
Computed, not measured: a cluster of 3 separate species, C16H30FIO6Si in total in a non-equilibrium geometry, with ωB97M-V/def2-TZVPD.

Energy = -1766.159689 Eh
Max |F| = 2.02 eV Å⁻¹

```
! wB97M-V def2-TZVPD RIJCOSX def2/J DEFGRID3
* xyz 0 1
I -1.384 1.040 2.872
Si 0.887 1.106 0.033
F 1.112 -0.600 -2.146
O 6.160 -1.162 1.688
O 5.611 -1.110 -0.506
O -7.710 0.390 0.944
O -6.845 -0.538 -0.901
O 7.411 0.008 0.224
O -6.597 1.672 -0.539
C 7.462 0.021 -1.203
C 2.927 3.046 0.466
C 2.580 -1.532 1.225
C 1.767 -0.316 -0.939
C 1.664 2.795 -0.471
C -0.994 1.117 -0.268
C -8.264 -0.927 0.842
C 1.709 -1.617 -0.065
C 6.373 -0.791 0.580
C 6.027 -0.240 -1.568
C -8.426 -1.566 2.201
C -1.882 0.470 0.843
C 5.840 -0.892 -2.918
C -7.010 0.613 -0.200
C -7.259 -1.608 -0.048
C -3.394 0.849 0.636
H 1.992 2.776 -1.528
H 7.823 0.980 -1.570
H 3.825 3.306 -0.118
H -1.352 2.137 -0.510
H 3.544 -1.020 1.083
H 2.728 3.846 1.204
H -7.476 -1.584 2.740
H -3.769 0.470 -0.329
H 8.141 -0.770 -1.534
H 2.120 -2.435 -0.687
H -6.384 -1.978 0.495
H 2.808 -2.564 1.552
H 3.124 2.139 1.076
H 1.278 0.912 1.434
H -8.801 -2.586 2.112
H -9.123 -0.989 2.811
H 6.367 -1.847 -2.968
H 5.427 0.674 -1.507
H -1.170 0.520 -1.194
H 1.989 -1.039 2.017
H 0.976 3.636 -0.268
H -1.850 -0.630 0.720
H 6.204 -0.245 -3.718
H -7.692 -2.422 -0.627
H -3.573 1.928 0.777
H -9.238 -0.844 0.349
H 0.639 -1.821 0.130
H 2.823 -0.013 -1.095
H 4.785 -1.104 -3.094
H -3.929 0.337 1.464
*
```


Entry 3:
Computed, not measured: a structure of composition C16H30FeO16 in a non-equilibrium geometry, with ωB97M-V/def2-TZVPD.

Energy = -3094.996283 Eh
Max |F| = 2.59 eV Å⁻¹

```
! wB97M-V def2-TZVPD RIJCOSX def2/J DEFGRID3
* xyz 1 6
Fe -1.071 2.257 -2.980
O -2.471 -1.192 2.466
O 0.474 3.451 -3.357
O -0.350 5.473 -0.328
O -2.979 -1.445 4.547
O -1.248 3.770 -1.439
O -0.665 -3.944 -1.490
O 4.869 -2.322 0.683
O 3.154 -1.811 2.043
O 0.071 0.492 -3.103
O -1.470 0.131 3.987
O -0.411 2.503 -5.029
O -2.293 5.760 -1.164
O 5.229 -2.276 2.800
O -2.774 -4.229 -0.742
O -0.639 1.298 -1.261
O -0.997 -4.093 0.622
C -1.593 -4.104 -0.553
C -1.790 -4.271 1.788
C 4.301 -2.118 1.868
C 1.556 3.739 -5.561
C 4.774 -2.263 4.141
C 0.578 3.188 -4.611
C -3.514 5.357 -1.753
C -1.151 -3.758 -2.828
C 0.764 -0.656 -1.099
C -1.700 -0.664 1.419
C -1.303 4.926 -1.021
C -2.231 -0.749 3.709
C 4.045 -2.196 -0.434
C 0.091 0.416 -1.829
C 0.787 4.633 -0.031
C -2.782 -1.153 5.927
H 2.323 4.329 -5.063
H 0.959 4.390 -6.202
H -2.328 -5.217 1.698
H 2.054 2.980 -6.155
H 1.542 -1.183 -1.640
H -2.084 0.302 1.066
H -4.323 5.885 -1.256
H -1.774 -1.397 0.623
H -1.733 -1.221 6.224
H 0.453 3.868 0.671
H -3.533 5.607 -2.813
H 1.192 4.147 -0.912
H -1.687 -4.653 -3.154
H 3.659 -3.153 -0.803
H -2.494 -3.446 1.860
H 3.297 -1.412 -0.412
H 4.397 -1.271 4.418
H -3.099 -0.156 6.238
H -3.347 -1.895 6.482
H -3.739 4.295 -1.636
H 1.497 5.287 0.457
H -0.689 -0.375 1.709
H 1.185 -0.190 -0.206
H 5.648 -2.416 4.765
H 0.056 -1.428 -0.789
H 3.961 -2.952 4.357
H 4.644 -1.933 -1.319
H -0.251 -3.717 -3.431
H -1.209 -4.310 2.703
H -1.836 -2.916 -2.865
*
```